C60H92AgAsF6N4O35 as an isolated structure, computed with ωB97M-V/def2-TZVPD.

**E**: -222464.9139 eV
**Multiplicity**: 1
**Frontier orbital gap**: 8.892 eV

```
199
Properties=species:S:1:pos:R:3:forces:R:3
Ag 12.67115 -14.29136 2.08343 0.11 0.48 -0.13
As 11.11734 -10.16288 3.19222 0.29 1.00 -0.29
F 11.53595 -11.77675 2.40378 -0.35 1.35 0.87
F 11.18972 -9.37851 1.54681 -0.56 -1.13 1.93
F 10.61701 -8.58435 3.94658 0.69 -1.72 -1.02
F 11.13725 -10.86741 4.83181 0.05 0.31 -1.62
F 12.87152 -9.78701 3.29268 -1.72 -0.45 0.21
F 9.37928 -10.59240 3.00103 1.68 0.41 0.13
C 19.19278 -6.08235 -2.32842 0.64 0.35 0.09
C 17.81516 -6.02947 -1.98190 2.00 -0.01 -1.09
C 17.32209 -6.94664 -1.10509 -0.20 -1.15 0.94
C 18.19575 -7.93162 -0.57216 -0.24 -0.57 -0.53
C 19.52280 -7.94396 -0.92785 1.63 -0.31 -0.24
C 20.09762 -6.99243 -1.79554 -2.53 0.07 0.59
N 17.65389 -9.00203 0.40489 1.79 0.63 0.95
O 16.71156 -8.54201 1.04067 0.66 -1.79 -0.41
O 18.31444 -10.06836 0.64952 -2.25 3.18 -1.02
H 19.65406 -5.36834 -2.99462 -0.51 0.36 -0.26
H 17.22191 -5.29899 -2.51185 -0.33 0.01 0.39
H 16.27558 -6.92498 -0.83907 -0.02 -0.14 0.15
H 20.26194 -8.66022 -0.60065 -0.57 -0.51 0.61
H 21.15571 -6.97115 -2.01092 -0.09 -0.10 -0.06
C 7.26240 -8.87164 4.81873 1.30 -0.66 1.47
C 6.11137 -8.06922 4.67070 1.77 -0.47 0.68
C 5.47673 -7.61003 5.79715 -1.16 -0.28 1.58
C 5.88403 -7.97929 7.11830 -0.49 0.38 -2.07
C 7.02607 -8.75815 7.23747 0.91 -0.86 -0.23
C 7.78751 -9.25181 6.10840 -3.55 2.13 0.07
N 5.06295 -7.54006 8.33634 2.67 -0.85 1.11
O 5.60713 -7.87399 9.41339 -1.54 0.68 -1.71
O 4.05968 -6.87088 8.23022 0.38 -0.47 -0.36
H 7.83184 -9.22442 3.97156 -0.17 0.04 -0.29
H 5.80712 -7.73103 3.69118 -0.18 -0.14 -0.01
H 4.54950 -7.07677 5.64786 0.01 0.38 0.30
H 7.34845 -9.07161 8.21943 -0.06 0.11 0.17
H 8.59240 -9.92976 6.35120 0.23 0.14 -0.62
C 11.29341 -6.51022 0.99224 1.32 0.34 1.45
C 11.78135 -6.21079 -0.27453 -2.31 -1.06 0.77
C 12.81060 -5.36997 -0.43341 2.12 0.91 -0.08
C 13.42537 -4.80054 0.68117 -0.73 -0.40 0.52
C 13.02723 -5.08085 2.02791 -0.23 0.23 -3.15
C 12.00206 -6.02194 2.14458 -0.73 0.78 -0.56
N 14.52367 -3.86731 0.46683 0.88 0.11 2.03
O 15.23294 -4.00732 -0.50787 -0.28 0.37 -0.23
O 14.76220 -3.09692 1.41258 -0.20 -0.44 -1.49
H 10.41345 -7.12145 1.12822 0.10 -0.10 0.02
H 11.27182 -6.55717 -1.16156 -0.14 -0.29 0.04
H 13.13207 -5.24235 -1.45652 0.46 0.63 0.15
H 13.44479 -4.39634 2.75143 0.01 -0.64 0.57
H 11.65379 -6.18956 3.15305 -0.31 -0.47 -0.03
C 11.57089 -4.52682 6.21704 0.77 2.62 -1.51
C 11.23782 -3.37791 5.44051 -0.18 -1.04 -0.43
C 10.01971 -3.32280 4.77398 1.06 0.92 0.35
C 9.06815 -4.29611 4.98420 0.82 -0.42 0.50
C 9.36553 -5.38507 5.75559 -0.05 -0.16 1.26
C 10.63017 -5.47055 6.35076 -0.97 -1.65 0.37
N 7.85233 -4.27934 4.23728 -1.51 -0.15 -1.07
O 7.99114 -3.92379 3.07266 -0.58 -0.01 0.48
O 6.78921 -4.65818 4.73917 1.30 0.39 -0.35
H 12.56877 -4.69110 6.59606 0.00 0.20 0.17
H 11.90675 -2.58677 5.13549 0.47 -0.07 0.57
H 9.91465 -2.46882 4.12124 -0.61 -0.17 -0.16
H 8.59938 -6.09751 6.02361 -0.03 -0.32 -0.37
H 10.93437 -6.32880 6.93152 -0.52 -0.32 -0.01
C 4.78477 -11.52383 5.84603 -1.09 1.56 0.05
C 5.20626 -12.56800 6.76093 -0.42 -1.67 0.10
O 5.36338 -12.00821 8.08123 0.42 -0.09 0.44
C 4.38274 -11.82553 8.98818 -1.77 -0.98 0.22
O 3.26365 -12.38014 9.03935 3.50 1.82 -0.24
O 4.90375 -10.91195 9.88783 -0.36 -0.81 -1.06
C 4.20782 -10.69582 11.09660 -1.79 -0.80 0.82
H 5.56960 -10.76967 5.90406 0.02 0.06 -0.83
H 3.90862 -11.01115 6.24307 -0.46 -0.10 -0.40
H 4.60408 -11.99259 4.87871 0.09 0.54 -0.19
H 6.10390 -12.90444 6.24215 1.10 -0.08 1.51
H 4.63196 -13.49266 6.70359 -0.61 0.31 0.69
H 3.97635 -9.66215 11.35362 0.80 0.23 -0.58
H 4.66240 -11.19814 11.95050 0.64 0.17 -0.20
H 3.22084 -11.15680 11.05813 -0.09 -0.14 -0.35
C 14.42370 -7.04796 4.90135 0.28 -0.91 0.81
C 15.25158 -7.54453 6.16046 0.46 1.01 -1.76
O 14.92613 -6.61042 7.18701 -1.52 0.82 -0.41
C 15.25588 -6.81728 8.43982 1.80 -0.48 -0.15
O 15.88919 -7.82171 8.76101 -1.55 2.09 0.75
O 14.95485 -5.71992 9.20984 1.25 -1.98 -0.47
C 14.34060 -4.49111 8.78615 -1.28 -0.13 1.63
H 13.36898 -7.08245 5.17432 -0.10 -0.26 -0.11
H 14.58484 -7.67123 4.02177 -0.06 -0.38 0.22
H 14.58356 -6.03831 4.52300 0.61 0.18 0.66
H 16.33059 -7.46424 6.02868 0.12 0.23 -0.37
H 15.14975 -8.59930 6.41580 -0.90 0.17 0.27
H 14.48221 -3.92401 9.70617 0.16 0.45 -0.30
H 13.26424 -4.66297 8.79148 -0.12 0.01 -0.50
H 14.62782 -3.88153 7.92941 0.69 -0.87 -0.23
C 12.38958 -11.32901 -1.89932 0.22 -1.94 -1.58
C 12.92852 -10.70995 -0.66824 -1.07 0.18 1.10
O 14.30554 -10.96503 -0.33275 0.98 -0.28 -0.09
C 14.73713 -12.11359 0.22902 -0.94 0.20 -0.96
O 14.07942 -13.14900 0.32066 0.49 0.65 0.38
O 16.00499 -11.92491 0.56749 -0.10 0.78 -0.60
C 16.88876 -12.99901 0.84989 0.18 -0.34 0.55
H 12.81459 -10.87988 -2.79696 0.14 0.22 0.01
H 11.30855 -11.28225 -2.03077 -0.08 0.42 0.55
H 12.60374 -12.39185 -2.01147 0.11 -0.21 0.28
H 12.37855 -10.91450 0.25035 -0.31 -0.10 -0.34
H 12.76133 -9.66507 -0.92972 1.00 0.43 1.03
H 17.90188 -12.63480 1.02028 -0.36 0.80 0.13
H 17.04000 -13.65744 -0.00549 -0.77 -0.36 0.14
H 16.53504 -13.43115 1.78596 0.11 -0.76 -0.34
C 6.76812 -6.34094 1.11613 0.21 -2.19 0.26
C 6.75107 -7.85759 0.65467 -2.19 1.34 0.74
O 7.84732 -8.20609 -0.14457 1.08 -0.71 3.18
C 7.77513 -7.99586 -1.38725 0.56 0.15 -4.12
O 6.84303 -7.54471 -2.01334 0.52 -0.20 0.06
O 8.97879 -8.41432 -1.91475 0.39 -0.02 0.39
C 9.21969 -8.49901 -3.33582 -1.48 0.88 0.40
H 7.21273 -5.70699 0.34897 -0.11 0.11 0.34
H 7.32538 -6.42487 2.04914 0.62 0.83 -0.23
H 5.79165 -6.00512 1.46517 -0.15 0.02 -0.57
H 5.83773 -8.14686 0.13483 -0.02 0.36 -0.30
H 6.71980 -8.46702 1.55784 0.72 -0.21 -0.15
H 9.57089 -7.54630 -3.73216 0.01 0.15 0.18
H 8.22958 -8.68046 -3.75401 0.30 -0.31 -0.60
H 9.97337 -9.24826 -3.57809 -0.33 -0.20 0.50
C 10.19940 -14.30148 6.06946 -0.64 1.21 0.21
C 11.21428 -15.30482 6.46826 -0.39 -0.27 0.81
O 10.99868 -16.54247 5.70850 1.91 -0.26 -1.74
C 11.48387 -16.62519 4.40982 -1.48 1.44 -0.12
O 12.06646 -15.71430 3.81802 -0.38 -1.59 1.23
O 11.01686 -17.75105 3.84234 0.24 0.24 0.65
C 11.22550 -18.05088 2.44243 1.76 0.38 -0.07
H 9.17454 -14.65241 6.19031 0.08 -0.46 -0.34
H 10.35615 -13.85474 5.08765 0.00 -0.15 -0.04
H 10.21189 -13.48338 6.78964 0.37 0.25 -0.01
H 11.06483 -15.54822 7.52017 -0.59 -0.77 -0.14
H 12.21034 -14.88186 6.59884 0.47 -0.36 -1.43
H 11.13169 -19.12449 2.27919 -1.08 0.22 0.32
H 12.27661 -17.94979 2.17217 0.35 0.52 0.35
H 10.71605 -17.37225 1.75831 -0.62 -0.26 0.36
C 11.69452 -8.84538 9.22835 -0.54 0.76 -0.36
C 11.24153 -7.41917 9.50402 0.42 0.25 1.86
O 9.80944 -7.21372 9.56100 -0.33 -0.82 -0.24
C 9.38767 -5.96460 9.70824 0.15 2.02 -2.89
O 10.13121 -4.99401 9.56323 -1.35 -1.11 1.11
O 8.01831 -5.93215 9.66856 1.74 -0.55 0.87
C 7.36086 -4.74741 9.19705 -0.53 -0.93 -0.40
H 11.30950 -9.57031 9.94552 0.06 0.09 -0.05
H 12.77951 -8.76217 9.29124 0.09 -0.38 0.09
H 11.44628 -9.14254 8.20945 -0.07 -0.15 0.00
H 11.80721 -6.71132 8.89818 -0.70 0.12 -0.51
H 11.53072 -7.14725 10.51917 0.49 -0.13 0.11
H 7.52117 -4.68975 8.12045 0.61 0.67 0.05
H 7.55777 -3.85210 9.78674 0.19 -0.14 -0.26
H 6.31240 -5.04358 9.23042 -0.09 0.30 0.54
C 17.00396 -10.34058 4.32832 -0.85 -0.33 0.77
C 15.78856 -11.26779 4.19719 -0.12 0.77 -1.70
O 15.83559 -12.34302 5.06863 0.85 -3.38 2.19
C 15.45861 -13.59016 4.70119 -0.78 1.31 -1.21
O 14.77104 -13.80688 3.71357 0.38 -0.25 0.54
O 15.91337 -14.51838 5.53027 1.56 2.76 0.68
C 15.39225 -15.78077 5.56553 -1.45 -1.75 0.06
H 16.76752 -9.48083 3.70140 0.51 -0.08 -0.26
H 17.93816 -10.85353 4.09977 -0.12 0.14 -0.49
H 17.13072 -9.97261 5.34647 -0.23 0.00 0.15
H 15.78561 -11.68679 3.19095 -0.18 0.31 -0.23
H 14.82730 -10.77895 4.35567 0.14 0.37 -0.11
H 15.73361 -16.31026 6.45503 0.45 0.35 -0.03
H 15.66251 -16.37617 4.69343 -0.20 0.10 -0.13
H 14.31379 -15.69986 5.70150 -0.20 -0.30 -0.47
C 10.78953 -16.55929 -2.74920 0.00 -0.99 -0.41
C 11.36579 -15.95526 -1.52604 0.52 0.85 2.02
O 10.72668 -14.71695 -1.23767 -0.76 1.79 -0.37
C 10.21679 -14.30514 -0.07766 0.45 -1.24 1.53
O 10.35874 -14.81319 1.04416 0.77 -0.42 -1.01
O 9.51133 -13.24817 -0.24550 -0.77 0.48 -2.40
C 8.76221 -12.64360 0.79927 1.68 0.52 1.29
H 10.71130 -15.96747 -3.66119 0.07 0.66 0.48
H 9.80647 -16.97151 -2.52165 0.07 -0.19 -0.22
H 11.50321 -17.33176 -3.03564 -0.32 -0.53 0.03
H 12.44055 -15.77793 -1.56528 0.05 0.25 -0.42
H 11.24194 -16.49267 -0.58585 -0.16 -0.96 -0.34
H 7.95816 -12.05209 0.36141 0.00 -0.52 0.12
H 9.50486 -11.99247 1.26035 -0.52 0.43 0.08
H 8.56012 -13.36415 1.59178 -0.76 -0.07 -0.40
C 2.35762 -15.70713 1.57252 0.60 -0.67 -0.89
C 3.17812 -14.95631 2.60431 0.60 0.52 -0.81
O 4.63588 -15.31969 2.57197 -3.50 -1.03 -2.78
C 5.46129 -14.96389 3.45373 0.48 -0.82 4.04
O 5.15838 -14.77219 4.65702 1.64 0.32 -3.17
O 6.70859 -15.11327 2.87367 -1.18 0.71 0.95
C 7.68458 -15.07222 3.86047 1.80 0.69 2.20
H 1.30040 -15.45207 1.64548 0.11 0.29 0.21
H 2.39464 -16.79634 1.59146 0.20 -0.06 0.64
H 2.68421 -15.48411 0.55678 0.00 0.30 -0.01
H 2.63967 -15.02409 3.54960 1.02 0.08 0.40
H 3.29742 -13.94146 2.22486 -0.76 0.27 0.57
H 7.49295 -14.29923 4.60468 -0.51 0.06 0.00
H 8.69560 -14.78423 3.57236 -0.21 -0.32 -1.22
H 7.77758 -15.98796 4.44430 -0.24 -0.33 -0.27
```
Forces are in eV/Å.